[1]
Formula: C10H13N2O5SSc
Source: OMol25
Level of theory: the ωB97M-V functional and the def2-TZVPD basis

```
32
Properties=species:S:1:pos:R:3
O -3.0021 -1.3226 -3.2555
C -2.5736 -0.5558 -2.5273
Sc -1.8356 0.7378 -1.2865
C -1.2841 2.1569 -0.1583
O -0.9209 3.0126 0.5493
C -3.3668 2.1886 -2.0494
O -3.4212 3.3023 -1.7385
C -3.2747 0.3472 -0.0671
O -4.1041 0.0711 0.6730
C -0.8374 1.5172 -2.7336
O -0.2064 1.9438 -3.5922
H -4.0939 1.7045 -2.7859
C -0.8728 -1.4030 2.1753
N 0.5356 -1.0313 1.7426
C 1.4986 -1.0984 2.8769
C 0.9187 -0.7352 0.5084
S -0.3735 -1.1767 -0.7374
N 2.0648 -0.3986 -0.0650
C 3.3422 -0.3309 0.6980
C 2.2720 -0.1030 -1.5401
H -0.9644 -1.6247 3.2483
H -1.1993 -2.2908 1.6314
H -1.5356 -0.5599 1.9538
H 2.2530 -1.8666 2.6699
H 1.9456 -0.1012 3.0313
H 1.0495 -1.3772 3.8355
H 3.5679 -1.3181 1.1180
H 4.2155 -0.0605 0.0940
H 3.2591 0.4478 1.4750
H 1.9827 -0.9745 -2.1298
H 1.6503 0.7576 -1.8101
H 3.3108 0.1415 -1.8042
```

Calculated values
E_HOMO (spin up / spin down)	-16.1 / -16.2	eV
largest force on an atom	12.9	eV Å⁻¹
charge	+2
M	318.246	g mol⁻¹
E_tot	-2032.6319	hartree

[2]
Formula: C10H13N2OS
Source: OMol25
Level of theory: the ωB97M-V functional and the def2-TZVPD basis

```
27
Properties=species:S:1:pos:R:3
C 1.5096 0.5750 0.2226
C 0.4835 -0.4926 0.5960
C 1.0701 1.9778 0.2021
C -1.6066 0.9772 -0.0447
C 0.5166 -1.1325 1.7850
C 5.0848 0.5824 -0.7415
C 2.7532 0.2963 -0.1451
C 3.8435 1.0363 -0.5265
C -1.2967 -1.8432 -0.4489
C -3.7658 2.0207 -0.3271
N -0.3666 -0.7309 -0.4417
N -2.8431 0.8731 -0.3138
O 1.7009 2.9867 0.0618
S -0.8206 2.2855 0.6140
H -0.0913 -1.8997 2.0653
H 1.0936 -0.7132 2.4533
H 5.9993 1.0875 -0.8739
H 5.1703 -0.4535 -0.9272
H 3.0281 -0.7375 0.0808
H 3.7465 2.1998 -0.5604
H -0.6702 -2.5516 -0.9000
H -1.7503 -2.2660 0.4202
H -1.9911 -1.5788 -1.1386
H -4.5420 1.5256 0.3006
H -3.9558 2.0020 -1.4290
H -3.2610 2.9691 -0.0155
H -3.1471 0.2015 -0.9886
```

Calculated values
E_HOMO (spin up / spin down)	-12.5 / -12.5	eV
largest force on an atom	6.4	eV Å⁻¹
charge	+1
M	209.294	g mol⁻¹
energy relative to the best compared isomer or geometry (same formula, charge and spin)	7.244	eV
E_tot	-971.3099	hartree

[3]
Formula: C10H13N2P
Source: OMol25
Level of theory: the ωB97M-V functional and the def2-TZVPD basis

```
26
Properties=species:S:1:pos:R:3
H -2.7651 -2.3783 -0.2572
P -3.5530 -1.2339 -0.1365
C -2.2846 -0.0870 0.0271
C -2.6363 1.2841 0.0260
C -1.8771 2.4110 -0.0252
C -0.4750 2.5899 -0.0978
C 0.5362 1.6760 -0.0267
C 1.9553 2.1696 -0.0974
C 0.3489 0.2811 0.1538
C -0.7893 -0.4871 0.1855
N -0.4525 -1.8039 0.3459
C 0.9851 -1.9416 0.4582
C 1.5258 -2.8668 -0.6399
N 1.4566 -0.5823 0.2603
H -3.7102 1.4411 0.0254
H -2.4301 3.3405 -0.0589
H -0.1666 3.6195 -0.2271
H 2.3617 2.2967 0.9077
H 2.0025 3.1363 -0.5938
H 2.5831 1.4676 -0.6420
H -1.0715 -2.4326 0.8333
H 1.2753 -2.3561 1.4434
H 1.3317 -2.4216 -1.6111
H 1.0332 -3.8325 -0.5820
H 2.5959 -3.0085 -0.5182
H 2.2200 -0.2812 0.8472
```

Calculated values
E_HOMO (spin up / spin down)	-6.5 / -6.5	eV
largest force on an atom	3.2	eV Å⁻¹
charge	0
M	192.202	g mol⁻¹
energy relative to the best compared isomer or geometry (same formula, charge and spin)	0.000	eV
E_tot	-839.6489	hartree
SMILES	[H]/P=c1/cccc(C)c2c1N[C@@H](C)N2

[4]
Formula: C10H13N3
Source: OMol25
Level of theory: the ωB97M-V functional and the def2-TZVPD basis

```
26
Properties=species:S:1:pos:R:3
C 3.1852 -2.4508 -1.3533
C 3.4664 -1.1053 -1.1845
C 1.8661 -2.7770 -1.2800
C 2.4825 -0.1063 -1.0550
C 0.8520 -1.8820 -1.1234
C 1.1569 -0.5322 -1.0087
C 0.0996 1.8650 0.6384
C -1.0246 1.3201 1.0032
C -1.5808 0.0332 0.2360
C -2.0574 1.8415 2.0828
N 0.1676 0.3869 -1.2600
N -1.1478 0.1291 -1.0720
N -1.9701 0.8864 -1.9350
H 3.9320 -3.2471 -1.4277
H 4.4513 -0.8302 -0.9013
H 1.5996 -3.7985 -1.1611
H 2.5006 1.0373 -0.9083
H -0.0700 -2.3130 -1.2475
H 0.8850 2.4761 0.6412
H -1.2505 -0.8893 0.7404
H -2.6840 0.0462 0.2079
H -2.5695 0.9288 2.5533
H -2.8119 2.4718 1.5756
H -1.3821 2.2936 2.8149
H -2.3889 1.6935 -1.4717
H -1.3645 1.1289 -2.7429
```

Calculated values
E_HOMO (spin up / spin down)	-7.5 / -7.3	eV
largest force on an atom	5.8	eV Å⁻¹
charge	0
M	175.235	g mol⁻¹
energy relative to the best compared isomer or geometry (same formula, charge and spin)	6.547	eV
E_tot	-552.8770	hartree

[5]
Formula: C10H13N3O4
Source: OMol25
Level of theory: the ωB97M-V functional and the def2-TZVPD basis

```
30
Properties=species:S:1:pos:R:3
C -5.0783 -0.0396 -0.9255
O -3.7948 -0.3776 -0.4161
C -2.8067 0.4857 -0.6782
O -2.9560 1.4968 -1.3099
C -1.5101 0.0351 -0.0465
C -1.2827 0.8168 1.2514
C 0.0201 0.3971 1.9383
N 1.1763 0.7419 1.1531
C 1.8879 -0.1387 0.4469
N 1.5316 -1.4318 0.5342
C 2.2059 -2.3444 -0.1204
C 3.3043 -2.0705 -0.9342
C 3.6973 -0.7560 -1.0490
C 3.0008 0.2403 -0.3627
N 3.4360 1.5793 -0.5094
O 4.4002 1.7976 -1.2171
O 2.8247 2.4664 0.0808
H -5.0318 0.0966 -2.0076
H -5.4337 0.8871 -0.4708
H -5.7352 -0.8670 -0.6707
H -0.6973 0.2388 -0.7440
H -1.5567 -1.0329 0.1613
H -1.2535 1.8849 1.0265
H -2.1112 0.6331 1.9370
H 0.0982 0.9029 2.9050
H 0.0332 -0.6834 2.0889
H 1.4218 1.7222 1.0418
H 1.8495 -3.3581 0.0096
H 3.8224 -2.8595 -1.4522
H 4.5378 -0.4632 -1.6607
```

Calculated values
E_HOMO	-8.7	eV
largest force on an atom	1.4	eV Å⁻¹
charge	0
M	239.231	g mol⁻¹
energy relative to the best compared isomer or geometry (same formula, charge and spin)	0.000	eV
E_tot	-854.0190	hartree
SMILES	COC(=O)CCCNc1ncccc1[N+](=O)[O-]

[6]
Formula: C10H13N3O5Tb
Source: OMol25
Level of theory: the ωB97M-V functional and the def2-TZVPD basis

```
32
Properties=species:S:1:pos:R:3
O -0.0461 2.7582 -4.1655
C -0.0380 1.7343 -3.6327
Tb -0.0183 -0.3504 -2.3126
O -0.0531 -2.2110 -5.5010
C -0.0409 -1.4778 -4.6115
C -0.0764 -2.8331 -2.4587
O -0.0940 -3.9708 -2.6517
C -2.3514 -0.9579 -2.6153
O -3.4544 -1.2695 -2.7347
C 2.3140 -0.9679 -2.6303
O 3.4155 -1.2875 -2.7481
C -0.1856 2.8999 0.9072
N -0.0616 1.6775 1.7006
C -0.0505 1.8886 3.1331
C -0.0017 0.4921 1.0584
N -0.0651 0.5252 -0.2997
N 0.1132 -0.7209 1.6490
C 0.2609 -1.0349 3.0640
C 0.1204 -1.8984 0.7782
H -0.2146 3.7544 1.5854
H -1.1149 2.8839 0.3194
H 0.6790 3.0083 0.2376
H -0.8576 1.3409 3.6290
H 0.9266 1.6437 3.5678
H -0.2247 2.9575 3.2799
H -0.1632 1.5207 -0.5616
H -0.6036 -1.6254 3.4053
H 1.1508 -1.6693 3.2030
H 0.3612 -0.1483 3.6833
H -0.8144 -1.9718 0.2028
H 1.0006 -1.8967 0.1167
H 0.1878 -2.7935 1.4026
```

Calculated values
E_HOMO (spin up / spin down)	-18.8 / -18.8	eV
largest force on an atom	6.9	eV Å⁻¹
charge	+3
M	414.155	g mol⁻¹
E_tot	-1752.6531	hartree
2S+1	7

[7]
Formula: C10H13NO
Source: OMol25
Level of theory: the ωB97M-V functional and the def2-TZVPD basis

```
25
Properties=species:S:1:pos:R:3
C -1.6242 -1.7235 0.8359
C -0.3929 -1.0392 0.5017
C 0.7065 -1.3945 -0.3313
N 1.5462 -0.2932 -0.4046
C 1.1089 0.7091 0.4190
C 1.6374 1.9122 0.7017
C 1.0133 2.7109 1.6260
C -0.2309 2.3274 2.2056
C -0.7964 1.1167 1.9626
C -0.1426 0.3184 0.9809
H -1.6267 -2.4985 1.6669
H -2.0094 -2.2273 -0.1369
H -2.4945 -0.9654 0.8719
H 1.2379 -2.1819 -1.0116
H 2.3554 -0.2936 -1.0223
H 2.5476 2.2429 0.1906
H 1.2778 3.7997 1.6002
H -0.8292 2.9128 2.8906
H -1.7500 0.8270 2.4645
C -0.8574 -2.2273 -3.0144
O -1.1957 -0.9758 -3.4634
H -1.5919 -2.5501 -2.2405
H 0.2489 -2.1997 -2.4890
H -0.6817 -2.8528 -3.8161
H -0.4725 -0.4159 -3.7544
```

Calculated values
E_HOMO	-7.7	eV
largest force on an atom	4.7	eV Å⁻¹
charge	0
M	163.220	g mol⁻¹
energy relative to the best compared isomer or geometry (same formula, charge and spin)	2.236	eV
E_tot	-518.7607	hartree
SMILES	Cc1c[nH]c2ccccc12.CO

[8]
Formula: C10H13NO
Source: OMol25
Level of theory: the ωB97M-V functional and the def2-TZVPD basis

```
25
Properties=species:S:1:pos:R:3
C 2.3789 -2.7341 -1.7746
C 2.2689 -2.4212 -0.3910
C 1.8667 -1.6623 -2.4310
C 1.8577 -1.1244 -0.3107
C 1.2385 0.6642 -1.8123
C -0.3617 1.0546 1.2662
C 1.4487 -0.2984 0.9019
C -2.4997 1.8488 2.2646
C -2.2790 1.4039 -0.2082
C -1.9246 0.9031 1.3080
N 1.5526 -0.6157 -1.6024
O -0.0168 -0.1454 0.9380
H 2.6615 -3.7142 -2.1664
H 2.5387 -3.0801 0.4391
H 1.6445 -1.4481 -3.4856
H 1.1143 1.0078 -2.9399
H 1.5075 -0.8938 1.7549
H 1.8912 0.6342 0.9132
H -2.6052 1.2575 3.2111
H -3.4744 2.2356 1.8120
H -1.7472 2.6811 2.4109
H -1.6797 2.3728 -0.2829
H -3.3976 1.5230 -0.3676
H -1.7938 0.6033 -0.9015
H -2.1900 -0.0524 1.4540
```

Calculated values
E_HOMO	-8.2	eV
largest force on an atom	6.0	eV Å⁻¹
charge	0
M	163.220	g mol⁻¹
energy relative to the best compared isomer or geometry (same formula, charge and spin)	7.375	eV
E_tot	-518.5719	hartree

Among the records above, which one has the highest M?
C10H13N3O5Tb

Repeat the fifth record exactly.
Formula: C10H13N3O4
Source: OMol25
Level of theory: the ωB97M-V functional and the def2-TZVPD basis

```
30
Properties=species:S:1:pos:R:3
C -5.0783 -0.0396 -0.9255
O -3.7948 -0.3776 -0.4161
C -2.8067 0.4857 -0.6782
O -2.9560 1.4968 -1.3099
C -1.5101 0.0351 -0.0465
C -1.2827 0.8168 1.2514
C 0.0201 0.3971 1.9383
N 1.1763 0.7419 1.1531
C 1.8879 -0.1387 0.4469
N 1.5316 -1.4318 0.5342
C 2.2059 -2.3444 -0.1204
C 3.3043 -2.0705 -0.9342
C 3.6973 -0.7560 -1.0490
C 3.0008 0.2403 -0.3627
N 3.4360 1.5793 -0.5094
O 4.4002 1.7976 -1.2171
O 2.8247 2.4664 0.0808
H -5.0318 0.0966 -2.0076
H -5.4337 0.8871 -0.4708
H -5.7352 -0.8670 -0.6707
H -0.6973 0.2388 -0.7440
H -1.5567 -1.0329 0.1613
H -1.2535 1.8849 1.0265
H -2.1112 0.6331 1.9370
H 0.0982 0.9029 2.9050
H 0.0332 -0.6834 2.0889
H 1.4218 1.7222 1.0418
H 1.8495 -3.3581 0.0096
H 3.8224 -2.8595 -1.4522
H 4.5378 -0.4632 -1.6607
```

Calculated values
E_HOMO	-8.7	eV
largest force on an atom	1.4	eV Å⁻¹
charge	0
M	239.231	g mol⁻¹
energy relative to the best compared isomer or geometry (same formula, charge and spin)	0.000	eV
E_tot	-854.0190	hartree
SMILES	COC(=O)CCCNc1ncccc1[N+](=O)[O-]

Please write out number 2 again, unchanged.
Formula: C10H13N2OS
Source: OMol25
Level of theory: the ωB97M-V functional and the def2-TZVPD basis

```
27
Properties=species:S:1:pos:R:3
C 1.5096 0.5750 0.2226
C 0.4835 -0.4926 0.5960
C 1.0701 1.9778 0.2021
C -1.6066 0.9772 -0.0447
C 0.5166 -1.1325 1.7850
C 5.0848 0.5824 -0.7415
C 2.7532 0.2963 -0.1451
C 3.8435 1.0363 -0.5265
C -1.2967 -1.8432 -0.4489
C -3.7658 2.0207 -0.3271
N -0.3666 -0.7309 -0.4417
N -2.8431 0.8731 -0.3138
O 1.7009 2.9867 0.0618
S -0.8206 2.2855 0.6140
H -0.0913 -1.8997 2.0653
H 1.0936 -0.7132 2.4533
H 5.9993 1.0875 -0.8739
H 5.1703 -0.4535 -0.9272
H 3.0281 -0.7375 0.0808
H 3.7465 2.1998 -0.5604
H -0.6702 -2.5516 -0.9000
H -1.7503 -2.2660 0.4202
H -1.9911 -1.5788 -1.1386
H -4.5420 1.5256 0.3006
H -3.9558 2.0020 -1.4290
H -3.2610 2.9691 -0.0155
H -3.1471 0.2015 -0.9886
```

Calculated values
E_HOMO (spin up / spin down)	-12.5 / -12.5	eV
largest force on an atom	6.4	eV Å⁻¹
charge	+1
M	209.294	g mol⁻¹
energy relative to the best compared isomer or geometry (same formula, charge and spin)	7.244	eV
E_tot	-971.3099	hartree

Look up the charge of the seventh one.
0